DFT (the ωB97M-V functional and the def2-TZVPD basis) results for a molecular structure, C32H87F3N5O16Zr at a distorted geometry.

Results
Spin multiplicity = 1
Total charge = +1
LUMO = -0.19893 hartree
DFT total energy = -84226.16858 eV

Positions of all 144 atoms, in Å:
Zr -0.78840 -2.53854 2.77122
C 2.25800 -3.24842 1.10274
O 1.02486 -2.87214 1.63624
H 2.34616 -4.31661 0.87880
H 2.53055 -2.65396 0.23304
H 3.05345 -3.13128 1.84833
C 0.71349 -0.32846 5.06126
O -0.03266 -1.30760 4.41574
H 0.83508 0.56376 4.43776
H 0.31508 -0.07198 6.04392
H 1.76240 -0.60439 5.22976
C -0.84386 0.07886 0.48428
O -0.10268 -0.57273 -0.52745
O -1.15655 -0.81938 1.46722
C -0.09497 1.37787 0.87738
F -0.98540 2.33772 1.08879
F 0.68915 1.20117 1.94601
F 0.69873 1.78288 -0.11958
C -0.77500 -1.31143 -1.53463
C 0.32247 -2.19415 -2.13635
H 1.31880 -1.77244 -2.01744
H 0.39481 -3.13657 -1.58702
H 0.13451 -2.42537 -3.18608
H -1.37436 -0.67625 -2.19433
H -1.53061 -2.00031 -1.12628
H -1.75501 0.37314 -0.05390
C -2.43997 1.58367 7.35652
C -3.25303 1.21570 6.09952
C -2.59374 1.81268 4.84715
O -2.81672 3.21039 4.79422
C -2.70183 3.63835 3.42939
N -3.34776 -0.25832 6.10236
H -2.34591 2.67228 7.38781
H -1.49087 1.04425 7.35755
H -2.91564 1.39103 8.31993
H -4.25675 1.62400 6.23773
H -2.84983 1.18525 3.98868
H -1.52050 1.66642 5.03869
H -3.01113 4.67974 3.54663
H -3.39588 3.13728 2.75239
H -1.67440 3.61785 3.06638
H -3.59385 -0.58279 5.16870
H -2.38390 -0.56025 6.24219
C 0.76225 -6.81805 -0.79314
C -0.21550 -6.09723 -1.75856
C -0.77896 -6.95607 -2.85694
O -1.52091 -6.07964 -3.71024
C -1.46511 -6.44020 -5.06487
N -1.27249 -5.46265 -0.98500
H 0.63212 -7.89850 -0.74938
H 0.63851 -6.41736 0.21553
H 1.80073 -6.56085 -1.00449
H 0.35319 -5.25335 -2.15366
H -1.36947 -7.82422 -2.55018
H 0.02131 -7.42576 -3.44093
H -1.93834 -7.38799 -5.34268
H -0.42133 -6.39034 -5.39328
H -2.02490 -5.71622 -5.66181
H -1.98450 -6.07131 -0.58304
H -1.80402 -4.95288 -1.69900
C -5.16601 0.16314 -2.64053
C -4.69101 0.06003 -1.18413
C -5.13801 1.31538 -0.42578
O -4.53762 1.51232 0.86281
C -4.89749 0.61168 1.88301
N -5.22390 -1.19481 -0.62738
H -6.24776 0.20696 -2.77405
H -4.74591 -0.51417 -3.38417
H -4.81312 1.12657 -3.03297
H -3.59960 0.03023 -1.20897
H -6.20296 1.42236 -0.19972
H -4.75307 2.14842 -1.01456
H -5.95051 0.33699 1.73348
H -4.83586 0.91098 2.92766
H -4.26122 -0.26638 1.72623
H -5.49176 -1.02631 0.33971
H -6.17479 -1.35902 -0.96003
C 5.37104 -2.86686 -5.97346
C 4.82331 -1.44132 -5.95338
C 3.45420 -1.37661 -5.34968
O 2.92582 -0.06858 -5.51717
C 1.60616 0.13141 -5.04152
N 5.68093 -0.58957 -5.11713
H 6.31061 -2.90606 -6.51708
H 4.64169 -3.61074 -6.29921
H 5.53567 -3.19472 -4.93935
H 4.86567 -1.11296 -6.99891
H 3.50706 -1.77987 -4.33555
H 2.77457 -1.99371 -5.95515
H 0.94047 -0.53975 -5.59397
H 1.36054 1.18522 -5.10551
H 1.58423 -0.18418 -3.99101
H 6.63766 -0.59961 -5.46770
H 5.42262 0.38143 -5.28374
C -3.03773 4.52602 -1.51041
C -1.99238 5.41529 -2.17392
C -0.92915 4.75674 -3.03022
O 0.01034 5.80154 -3.32332
C 0.85048 5.50676 -4.41531
N -2.63935 6.58184 -2.75136
H -3.71416 4.14115 -2.28772
H -3.73579 5.13781 -0.94320
H -2.61100 3.66158 -1.00392
H -1.31510 5.81850 -1.40731
H -1.40825 4.47462 -3.98307
H -0.29717 3.93920 -2.67440
H 0.25941 5.10705 -5.24422
H 1.59447 4.75507 -4.12412
H 1.40819 6.37884 -4.74684
H -3.04900 6.41118 -3.66450
H -1.97850 7.33674 -2.87976
C 4.74539 0.08968 3.93548
C 3.96970 1.25926 3.32423
O 4.50227 1.57537 2.05090
O 6.06406 0.41546 4.35043
H 4.84999 -0.79087 3.28828
H 4.20104 -0.27682 4.81526
H 3.94596 2.10868 4.00440
H 2.95625 0.85579 3.19217
H 4.05409 1.00425 1.41403
H 6.39382 1.10149 3.75725
C 0.48941 3.69205 5.90610
C 0.82758 3.92066 4.46157
O 1.99377 4.69947 4.23755
O 0.54721 4.98236 6.54157
H 1.22752 3.08600 6.45585
H -0.44110 3.15571 6.10261
H 0.04287 4.58642 4.08380
H 0.80366 3.01706 3.85513
H 1.78807 5.63310 4.29937
H 0.18789 4.84438 7.42455
C 4.03244 0.30671 -1.28277
C 4.69164 -0.94879 -1.80043
O 5.63013 -1.40616 -0.82321
O 3.36975 -0.01834 -0.05281
H 3.41792 0.78897 -2.05226
H 4.75561 1.08591 -1.03831
H 5.27360 -0.84002 -2.71618
H 3.96415 -1.72846 -2.07032
H 5.15786 -1.46970 0.01477
H 2.55592 -0.47878 -0.29642
O -1.80038 -3.81663 1.30612
H -2.75252 -3.87210 1.11470
H -1.35143 -4.28822 0.53548

Löwdin atomic charge list, values in e, 2 entries: 2.08, -0.17